ORCA calculation (ωB97M-V/def2-TZVPD) on C31H48BrMgN2O3SSi as an isolated structure in a non-equilibrium geometry.

CARTESIAN COORDINATES (ANGSTROEM)
Mg: -1.670 -1.336 -0.486
O: -2.582 0.451 0.011
S: -2.758 0.168 1.525
O: -1.970 1.048 2.381
N: -2.463 -1.448 1.583
C: -1.414 -1.879 2.403
C: -1.345 -1.731 3.806
C: -0.268 -2.200 4.567
C: 0.764 -2.844 3.912
C: 0.786 -3.026 2.503
C: 1.798 -3.761 1.819
C: 1.726 -3.816 0.445
C: 0.781 -3.108 -0.276
N: -0.195 -2.477 0.344
C: -0.282 -2.471 1.744
C: -4.458 0.061 1.873
C: -5.004 0.761 2.960
C: -6.333 0.499 3.334
C: -7.107 -0.437 2.611
C: -6.520 -1.202 1.585
C: -5.195 -0.906 1.161
H: -2.133 -1.141 4.244
H: -0.203 -2.062 5.629
H: 1.660 -3.163 4.448
H: 2.537 -4.335 2.367
H: 2.510 -4.295 -0.149
H: 0.714 -3.117 -1.358
H: -4.368 1.499 3.466
H: -6.711 0.999 4.224
H: -8.131 -0.529 2.880
H: -7.038 -2.007 1.071
H: -4.750 -1.418 0.291
C: -2.619 -4.938 -1.611
C: -3.300 -3.711 -0.997
O: -2.836 -2.479 -1.572
C: -3.495 -2.230 -2.798
C: -3.069 -0.888 -3.380
H: -3.307 -5.808 -1.569
H: -1.678 -5.094 -1.058
H: -2.382 -4.795 -2.676
H: -3.119 -3.614 0.082
H: -4.396 -3.740 -1.104
H: -4.604 -2.269 -2.643
H: -3.312 -3.087 -3.474
H: -3.278 -0.043 -2.666
H: -3.645 -0.789 -4.281
H: -1.982 -0.845 -3.601
C: 2.171 2.913 -3.718
C: 3.241 2.574 -2.610
C: 4.036 1.446 -3.348
C: 4.146 3.812 -2.448
Si: 2.484 2.016 -0.963
Br: 0.706 0.718 -1.578
C: 3.531 0.823 0.120
C: 4.932 1.418 0.466
C: 3.835 -0.487 -0.644
C: 2.774 0.443 1.411
C: 1.668 3.346 0.090
C: 0.476 2.814 0.899
C: 1.009 4.469 -0.830
C: 2.720 4.021 1.009
H: 2.717 2.984 -4.668
H: 1.621 3.855 -3.603
H: 1.402 2.116 -3.873
H: 4.467 1.893 -4.282
H: 3.339 0.650 -3.678
H: 4.837 0.975 -2.758
H: 4.390 4.258 -3.454
H: 5.148 3.672 -1.940
H: 3.601 4.632 -1.903
H: 5.550 1.646 -0.421
H: 5.467 0.647 1.125
H: 4.886 2.351 1.079
H: 4.535 -0.337 -1.464
H: 2.925 -0.986 -1.032
H: 4.354 -1.149 0.121
H: 2.816 1.186 2.244
H: 3.315 -0.449 1.822
H: 1.748 0.118 1.176
H: -0.242 2.198 0.308
H: -0.097 3.710 1.168
H: 0.757 2.250 1.820
H: 0.306 4.045 -1.537
H: 1.778 5.116 -1.303
H: 0.389 5.138 -0.177
H: 3.077 3.350 1.842
H: 2.234 4.920 1.491
H: 3.600 4.441 0.472

Atomic forces in eV per Å
Mg -0.46 0.96 0.82
O -0.23 -0.60 1.82
S 1.61 -0.71 -1.55
O -1.44 -1.11 -0.75
N 1.10 1.40 -0.39
C 1.15 0.02 0.92
C -0.44 0.18 -1.62
C 0.78 -0.45 -1.26
C 0.53 -0.09 0.17
C -0.42 0.05 0.44
C -1.06 0.32 -0.52
C 1.97 -0.48 -0.23
C -1.14 0.22 0.77
N -0.74 0.17 0.85
C 0.64 -0.36 -0.60
C -1.43 0.49 0.31
C 0.05 -0.35 -0.48
C 0.48 -0.35 -0.62
C 1.67 0.38 0.18
C 1.21 1.01 -0.34
C -0.94 0.04 0.55
H -0.24 -0.13 0.33
H -0.16 0.14 0.26
H -0.40 -0.10 0.06
H 0.07 0.27 -0.02
H -0.30 -0.15 0.43
H 0.40 0.06 0.01
H -0.41 -0.40 -0.04
H -0.24 -0.01 -0.37
H -0.64 -0.45 0.16
H -0.21 0.30 0.10
H -0.30 0.23 0.73
C -0.12 0.12 0.15
C -0.39 -0.59 0.58
O -0.05 -0.16 0.11
C -0.96 0.11 -1.07
C 0.53 0.02 1.22
H 0.67 0.40 0.26
H -0.39 -0.39 -0.36
H -0.08 0.06 0.38
H 0.11 -0.20 -0.22
H 0.31 0.04 -0.15
H 0.78 0.32 0.17
H 0.25 0.56 0.08
H -0.10 -0.77 -0.71
H -0.04 0.51 -0.48
H -0.58 -0.19 -0.11
C -0.57 -0.13 0.04
C 0.13 -0.28 -1.53
C 0.06 -0.02 -0.13
C 0.47 1.34 0.16
Si 0.40 -0.12 0.50
Br -0.50 -0.73 -0.46
C 0.51 0.31 -0.42
C 0.22 -0.15 1.19
C 0.14 -0.67 0.99
C 0.72 -0.62 0.51
C -0.48 1.09 -0.72
C -0.46 -0.31 0.51
C 0.69 0.34 1.14
C -0.20 0.63 0.87
H -0.08 0.11 0.15
H 0.24 -0.14 0.31
H 0.72 0.50 0.32
H -0.18 -0.39 0.82
H 0.37 0.28 0.23
H -0.19 0.41 -0.31
H -0.25 -0.58 0.77
H -1.20 -0.22 -0.37
H 0.64 -0.75 -0.44
H -0.29 -0.30 0.34
H -0.49 0.97 -0.99
H -0.08 -0.69 -0.49
H -0.13 -0.08 0.08
H 0.49 0.14 0.29
H -0.63 0.41 -1.02
H -0.32 -0.31 -0.92
H -0.46 0.50 -0.19
H 0.23 0.25 0.34
H 0.70 0.45 0.47
H 0.04 -0.30 0.49
H -0.23 0.44 -0.71
H 0.09 -0.10 -0.40
H -0.64 -0.51 0.00
H 0.62 -0.47 -0.37
H -0.37 0.67 -0.93
H 0.39 -0.89 -0.31
H -0.50 -0.49 0.20

The HOMO-LUMO gap comes out at 0.281 Eh. As for the multiplicity: 1. The value obtained for the energy relative to the best compared isomer or geometry (same formula, charge and spin) is 0.453 eV. As for the calculated total energy: -5006.98123 hartree. Its net charge is +1.

What are the Löwdin partial charges on each atom? They are as follows, in elementary charge units: number 1, Mg, carries 0.6357; number 2, O, carries -0.4093; number 3, S, carries 0.7188; number 4, O, carries -0.2673; number 5, N, carries -0.1748; number 6, C, carries -0.2676; number 7, C, carries 0.0089; number 8, C, carries -0.0430; number 9, C, carries -0.0260; number 10, C, carries -0.1443; number 11, C, carries 0.0358; number 12, C, carries -0.0474; number 13, C, carries -0.1305; number 14, N, carries 0.0358; number 15, C, carries -0.1251; number 16, C, carries -0.3025; number 17, C, carries -0.0430; number 18, C, carries -0.0512; number 19, C, carries -0.0516; number 20, C, carries -0.0435; number 21, C, carries -0.0504; number 22, H, carries 0.1140; number 23, H, carries 0.1108; number 24, H, carries 0.1191; number 25, H, carries 0.1294; number 26, H, carries 0.1213; number 27, H, carries 0.1281; number 28, H, carries 0.1208; number 29, H, carries 0.1110; number 30, H, carries 0.0970; number 31, H, carries 0.1050; number 32, H, carries 0.1001; number 33, C, carries -0.0358; number 34, C, carries -0.2315; number 35, O, carries -0.2682; number 36, C, carries -0.2472; number 37, C, carries -0.0356; number 38, H, carries 0.0997; number 39, H, carries 0.0789; number 40, H, carries 0.0796; number 41, H, carries 0.1198; number 42, H, carries 0.1298; number 43, H, carries 0.1453; number 44, H, carries 0.1285; number 45, H, carries 0.1009; number 46, H, carries 0.0838; number 47, H, carries 0.0911; number 48, C, carries -0.1296; number 49, C, carries -0.6128; number 50, C, carries -0.1050; number 51, C, carries -0.0966; number 52, Si, carries 0.4729; number 53, Br, carries 0.5778; number 54, C, carries -0.6331; number 55, C, carries -0.0830; number 56, C, carries -0.1254; number 57, C, carries -0.1033; number 58, C, carries -0.6238; number 59, C, carries -0.1468; number 60, C, carries -0.0847; number 61, C, carries -0.0906; number 62, H, carries 0.0777; number 63, H, carries 0.0742; number 64, H, carries 0.0423; number 65, H, carries 0.0974; number 66, H, carries 0.0848; number 67, H, carries 0.0570; number 68, H, carries 0.0995; number 69, H, carries 0.0958; number 70, H, carries 0.0613; number 71, H, carries 0.0748; number 72, H, carries 0.1087; number 73, H, carries 0.0703; number 74, H, carries 0.0504; number 75, H, carries 0.0398; number 76, H, carries 0.0996; number 77, H, carries 0.0876; number 78, H, carries 0.0861; number 79, H, carries 0.0553; number 80, H, carries 0.0155; number 81, H, carries 0.0817; number 82, H, carries 0.0826; number 83, H, carries 0.0676; number 84, H, carries 0.0718; number 85, H, carries 0.0914; number 86, H, carries 0.0764; number 87, H, carries 0.1025; number 88, H, carries 0.0790